1.
A cluster of 2 separate species, C5H10O2 in total, computed with ωB97M-V/def2-TZVPD.

XYZ file:
```
17
Properties=species:S:1:pos:R:3:nbo_charge:R:1
O -0.726 -2.384 0.568 -0.73
C -0.068 -1.558 -0.374 -0.05
C -0.691 -0.175 -0.289 -0.31
C -0.409 0.532 1.071 -0.48
C -0.037 1.915 0.637 0.10
O 0.076 1.971 -0.651 -0.35
C -0.120 0.809 -1.283 0.00
H -0.286 -3.242 0.576 0.47
H 1.009 -1.481 -0.158 0.16
H -0.173 -1.950 -1.399 0.16
H -1.777 -0.304 -0.432 0.22
H -1.265 0.520 1.754 0.23
H 0.421 0.036 1.597 0.22
H 2.683 0.887 0.048 -0.02
H 0.283 2.781 1.196 0.19
H 2.257 0.659 -0.527 -0.01
H -0.425 0.930 -2.315 0.18
```

For the frontier orbital gap (spin up / spin down), the calculation gives 7.8 / 8.2 eV. Its spin multiplicity is 1. The HOMO energy (spin up / spin down) comes out at -6.92 / -7.28 eV. The maximum force comes out at 1.39 eV Å⁻¹. The calculation puts the electronic energy at -346.83310 hartree.

2.
An isolated molecule of C6H8O4, computed with ωB97M-V/def2-TZVPD.

XYZ file:
```
18
Properties=species:S:1:pos:R:3:nbo_charge:R:1
C 0.593 -0.192 -0.315 0.11
C 0.610 0.421 -1.680 -0.67
C 1.429 -1.417 -0.159 -0.66
C -1.895 1.118 -0.077 0.98
C 0.148 0.482 0.787 0.11
C 0.354 0.098 2.191 0.38
O -2.362 -0.072 0.361 -0.69
O -2.513 1.883 -0.752 -0.58
O -0.751 1.517 0.604 -0.50
O 1.014 -0.838 2.561 -0.52
H -3.255 -0.210 0.016 0.51
H -0.211 0.732 2.901 0.12
H 0.040 -0.213 -2.360 0.23
H 0.206 1.431 -1.698 0.24
H 1.635 0.463 -2.060 0.24
H 0.894 -2.177 0.410 0.24
H 1.719 -1.828 -1.127 0.21
H 2.344 -1.197 0.398 0.25
```

For the frontier orbital gap, the calculation gives 9.4 eV. Its spin multiplicity is 1. The HOMO energy comes out at -9.41 eV. The maximum force comes out at 2.32 eV Å⁻¹. The calculation puts the electronic energy at -534.36701 hartree.

3.
A cluster of 2 separate species, C23H32N3O in total, computed with ωB97M-V/def2-TZVPD.

XYZ file:
```
59
Properties=species:S:1:pos:R:3:nbo_charge:R:1
C 4.922 -3.436 -0.260 -0.41
N 4.921 -1.987 -0.253 -0.37
C 6.208 -1.409 -0.562 -0.21
C 6.271 0.067 -0.214 -0.41
C 5.051 0.806 -0.748 -0.44
C 3.766 0.134 -0.385 -0.01
C 3.788 -1.258 -0.056 0.26
C 2.592 -1.875 0.402 -0.29
C 1.425 -1.151 0.501 -0.11
C 1.330 0.157 -0.085 -0.22
C 0.075 0.771 -0.327 0.11
C -1.150 0.049 -0.457 -0.23
C -2.394 0.710 -0.266 -0.06
C -3.604 0.047 -0.329 -0.11
C -3.619 -1.364 -0.562 0.34
N -4.790 -2.058 -0.492 -0.40
C -4.853 -3.465 -0.832 -0.41
C -6.079 -1.421 -0.363 -0.20
C -6.002 -0.112 0.402 -0.40
C -4.905 0.770 -0.180 -0.43
C -2.398 -2.012 -0.883 -0.31
C -1.201 -1.335 -0.825 -0.12
C 2.558 0.803 -0.410 -0.12
H 3.922 -3.844 -0.455 0.21
H 5.607 -3.793 -1.047 0.22
H 5.281 -3.838 0.705 0.21
H 6.971 -1.976 -0.011 0.21
H 6.413 -1.558 -1.640 0.20
H 6.318 0.174 0.873 0.21
H 7.193 0.479 -0.627 0.23
H 5.051 1.835 -0.371 0.23
H 5.133 0.877 -1.846 0.22
H 2.597 -2.935 0.661 0.23
H 0.557 -1.601 0.995 0.24
H 0.061 1.816 -0.637 0.25
H -2.380 1.775 -0.027 0.21
H -4.134 -4.057 -0.248 0.21
H -5.865 -3.816 -0.598 0.22
H -4.652 -3.645 -1.903 0.20
H -6.491 -1.228 -1.371 0.19
H -6.746 -2.131 0.136 0.21
H -6.974 0.386 0.345 0.23
H -5.788 -0.319 1.455 0.21
H -4.773 1.657 0.452 0.23
H -5.237 1.134 -1.170 0.22
H -2.406 -3.063 -1.171 0.23
H -0.279 -1.871 -1.062 0.23
H 2.538 1.850 -0.709 0.22
O 0.416 5.392 0.854 -0.75
C -0.538 5.022 1.847 -0.08
C -1.027 3.649 1.440 -0.24
N 0.108 2.759 1.150 -0.84
H 0.667 6.322 0.982 0.49
H -0.077 4.971 2.841 0.17
H -1.358 5.746 1.865 0.18
H -1.687 3.233 2.217 0.21
H -1.602 3.735 0.496 0.18
H 0.917 3.296 0.846 0.39
H 0.350 2.134 1.918 0.38
```

For the frontier orbital gap, the calculation gives 6.2 eV. Its spin multiplicity is 1. The HOMO energy comes out at -9.94 eV. The maximum force comes out at 1.56 eV Å⁻¹. The calculation puts the electronic energy at -1134.88763 hartree. As for the charge: +1.

- What is the formula in the first record?
  C5H10O2